(1)
C19H19BF10INO5 | wB97M-V/def2-TZVPD

ORCA input file:
```
! wB97M-V def2-TZVPD RIJCOSX def2/J DEFGRID3
* xyz 0 1
C 1.6631 -2.7976 1.9226
C 2.0551 -1.6943 0.9231
B 1.0471 -0.4991 0.9651
O 0.7200 0.1422 2.1510
N 0.4290 -0.0230 -0.2736
C -0.7101 0.8378 -0.0591
O -0.6908 2.0311 -0.1242
C -1.8732 -0.0763 0.1108
C -3.0709 0.1376 0.7405
I -3.5738 1.9853 1.5401
C -3.9343 -0.9510 0.8865
O -5.0957 -0.7289 1.5784
C -3.6021 -2.2237 0.4052
C -4.4675 -3.4419 0.7207
C -5.5582 -3.3677 1.7707
F -3.5802 -4.4423 1.1646
C -2.4260 -2.4054 -0.3656
C -2.1326 -3.7819 -0.9588
C -1.1593 -3.8990 -2.1053
F -3.3425 -4.3238 -1.4247
C -1.5543 -1.3143 -0.4724
C -0.1759 -1.0835 -1.0964
O 0.3211 -1.4544 -2.1046
H 1.7429 -2.4309 2.9461
H 2.3204 -3.6612 1.8277
H 0.6381 -3.1468 1.7721
H 2.1644 -2.0904 -0.0859
H 3.0145 -1.2739 1.2425
H -0.0244 -0.2689 2.6022
H -5.8108 -0.5575 0.9555
H -4.8932 -3.7926 -0.2167
H -5.7362 -4.3905 2.0985
H -6.4758 -2.9270 1.3902
H -5.2495 -2.7990 2.6446
H -1.8041 -4.4232 -0.1392
H -1.2387 -3.0802 -2.8120
H -1.3732 -4.8296 -2.6258
H -0.1326 -3.9293 -1.7478
F 3.5427 2.6603 0.3324
C 2.9514 2.1558 -0.7728
F 3.5270 0.9603 -1.0431
C 3.1445 3.0782 -1.9758
F 4.4481 3.1337 -2.3220
F 2.4698 2.4634 -2.9918
C 2.5537 4.4901 -1.8858
O 3.4271 5.5481 -1.5407
C 3.6685 5.9202 -0.2520
F 2.8718 5.2936 0.6288
F 3.4059 7.2471 -0.1602
C 5.1505 5.7702 0.1229
F 5.5622 4.5018 -0.0509
F 5.2980 6.0980 1.4266
H 1.8879 2.0007 -0.5814
H 2.2593 4.7202 -2.9082
H 1.6468 4.4948 -1.2801
H 5.7550 6.4389 -0.4925
*
```

The orbital gap comes out at 8.95 eV. Its energy above the lowest of the compared OMol25 structures with the same formula, charge and spin is 0.0 kcal per mole. Its HOMO energy is -9.6189 eV. The calculation puts the molar mass at 669.06 Da.

(2)
C19H19BF6O2S3 | wB97M-V/def2-TZVPD

ORCA input file:
```
! wB97M-V def2-TZVPD RIJCOSX def2/J DEFGRID3
* xyz 0 1
C 4.9548 -0.0665 -1.6856
C 3.4888 -0.0150 -1.8962
C 2.7607 0.9563 -2.5757
C 1.3653 0.7067 -2.5803
C 0.9728 -0.2773 -1.6082
B 0.9543 2.2302 2.7239
C -0.2364 -1.1086 -1.8601
C -0.4341 -2.3650 -1.2436
C -1.6964 -2.9399 -1.1929
C -1.9397 -4.2048 -0.3948
F -2.5829 -5.1697 -1.1263
F -0.7933 -4.7654 0.0834
F -2.7407 -3.9375 0.6920
C -2.7912 -2.3635 -1.8306
C -2.5840 -1.1842 -2.5217
C -3.7764 -0.4846 -3.1481
F -4.3195 0.4116 -2.2521
F -3.4449 0.2332 -4.2611
F -4.7791 -1.3376 -3.5060
C -1.3371 -0.5694 -2.5910
O 0.8945 1.1492 3.6465
C 2.0257 1.4140 4.5182
C 2.9131 2.4507 3.7918
O 2.3018 2.7248 2.5033
S 2.4796 -1.2961 -1.3640
H 5.4212 0.7994 -2.1548
H 5.1501 -0.0651 -0.6045
H 5.4237 -0.9611 -2.1174
H 3.2456 1.8193 -3.0422
H 0.6426 1.3192 -3.1173
H 0.3943 -2.8649 -0.7575
H -3.7739 -2.8283 -1.7814
H -1.2163 0.3296 -3.1762
H 1.6746 1.8067 5.4897
H 2.5776 0.4835 4.6974
H 2.9938 3.3933 4.3615
H 3.9293 2.0729 3.6402
C -2.6139 1.1392 1.7332
C -1.7458 1.9246 2.6992
S -0.3907 2.8920 1.8619
C 0.9306 0.8038 0.3838
S -0.4833 1.3808 -0.1893
C -1.7898 0.3754 0.6958
H -3.2224 0.4176 2.2993
H -3.3098 1.8018 1.2024
H -2.2957 2.7350 3.1998
H -1.2598 1.3036 3.4595
H 1.6659 0.1155 -0.0237
H -1.2313 -0.4732 1.1055
H -2.3723 0.0873 -0.1861
*
```

The orbital gap comes out at 5.64 eV. Its energy above the lowest of the compared OMol25 structures with the same formula, charge and spin is 110.4 kcal per mole. Its HOMO energy is -6.6613 eV. The calculation puts the molar mass at 500.36 Da.

(3)
C19H19Br9F2O3 | wB97M-V/def2-TZVPD

ORCA input file:
```
! wB97M-V def2-TZVPD RIJCOSX def2/J DEFGRID3
* xyz 0 1
F -8.6520 0.2843 1.6861
C -7.3970 -0.0390 1.1757
C -6.2973 0.5903 1.8121
C -5.0496 0.2719 1.3440
C -4.9785 -0.5677 0.2324
C -6.0531 -1.2062 -0.3431
C -7.3031 -0.9455 0.1619
H -6.4754 1.2376 2.6876
H -4.1787 0.6969 1.7949
H -3.9666 -0.7245 -0.1223
H -5.8644 -1.8500 -1.1594
H -8.1914 -1.3782 -0.2677
F 4.0623 -2.4661 -2.1226
C 3.7540 -1.2104 -2.6852
C 4.8052 -0.4254 -3.0414
C 4.5332 0.7776 -3.6239
C 3.1918 1.0938 -3.9261
C 2.1340 0.2660 -3.5734
C 2.4164 -0.9591 -2.9813
H 5.8053 -0.7510 -2.7614
H 5.2845 1.5132 -3.8338
H 2.9455 2.0835 -4.3871
H 1.1312 0.5565 -3.6942
H 1.6482 -1.7511 -2.8281
C 3.5383 3.4357 0.3420
C 2.9643 2.9891 -0.9402
C 1.4092 2.9587 -1.0810
O 1.1452 3.6023 -2.3384
C 2.3119 4.0840 -2.8375
O 2.3577 4.7846 -3.8114
O 3.3905 3.8354 -2.0600
H 3.2035 4.4207 0.6416
H 4.6435 3.5328 0.1919
H 3.3133 2.6569 1.0819
H 3.3565 1.9869 -1.1529
H 0.8241 3.4878 -0.3142
H 1.1487 1.8989 -1.2147
C -2.6420 -2.4760 4.7262
Br -2.6350 -4.0873 5.7482
Br -1.0711 -1.3690 4.8494
Br -4.3220 -1.4794 4.8317
H -2.6777 -2.8623 3.7141
C 2.3342 -4.3033 2.8939
Br 2.4518 -2.8807 4.2117
Br 0.5229 -4.7210 2.3274
Br 3.3405 -5.9101 3.2825
H 2.7870 -3.8512 1.9786
C 0.1582 -1.0028 1.1336
Br -1.0791 -1.8356 -0.0411
Br -0.3279 0.7909 1.6921
Br 1.9843 -1.1739 0.5304
H 0.2647 -1.6091 2.0702
*
```

The orbital gap comes out at 8.82 eV. Its energy above the lowest of the compared OMol25 structures with the same formula, charge and spin is 8.1 kcal per mole. Its HOMO energy is -9.3864 eV. The calculation puts the molar mass at 1052.49 Da.